12 unconnected molecules or ions with the total composition C43H86BN23O20 in a non-equilibrium geometry, computed with ωB97M-V with the def2-TZVPD basis set.

LUMO in eV: 0.3
Kohn-Sham gap in eV: 8.005
Calculated total energy in eV: -121896.885
Spin multiplicity: 1
SMILES string: CCOCCOCc1cc(CNC)c(B(O)CC)c2c1C(=O)c1c(ccc(CCCC(=O)OCC)c1CCOC=O)C2=O.NC(N)=O.NC(N)=O.NC(N)=O.NC(N)=O.NC(N)=O.NC(N)=O.NC(N)=O.NC(N)=O.NC(N)=O.NC(N)=O.NC(N)=O

Each line ends with the Löwdin charge.
Element x y z (Å)
1 C 6.202 3.174 -0.763  -0.052
2 C 5.901 1.662 -0.796  -0.260
3 O 4.654 1.347 -0.183  -0.142
4 C 4.753 1.279 1.229  -0.182
5 C 3.479 0.632 1.714  -0.198
6 O 2.479 1.628 1.771  -0.121
7 C 1.195 1.082 1.948  -0.156
8 C 0.640 0.358 0.744  -0.097
9 C 0.355 -1.002 0.817  0.034
10 C -0.201 -1.725 -0.243  -0.127
11 C -0.494 -3.183 0.075  -0.150
12 N -1.626 -3.267 1.023  -0.098
13 C -2.897 -2.846 0.443  -0.095
14 C -0.491 -1.109 -1.466  0.035
15 B -1.112 -1.945 -2.666  -0.460
16 O -2.379 -1.631 -3.103  0.158
17 C -0.377 -3.107 -3.409  -0.147
18 C 0.352 -2.625 -4.697  -0.081
19 C -0.210 0.266 -1.548  -0.028
20 C 0.344 0.989 -0.480  -0.006
21 C 0.556 2.454 -0.704  -0.257
22 O 1.535 3.059 -0.355  0.148
23 C -0.559 3.117 -1.458  -0.021
24 C -1.097 2.391 -2.519  -0.075
25 C -2.140 2.913 -3.264  0.033
26 C -2.637 4.162 -2.910  0.001
27 C -2.131 4.903 -1.849  -0.124
28 C -2.678 6.253 -1.422  -0.117
29 C -4.108 6.592 -1.865  -0.163
30 C -5.137 6.070 -0.857  -0.089
31 C -5.367 4.598 -1.047  -0.500
32 O -5.844 4.184 -2.063  0.118
33 O -4.990 3.755 -0.052  -0.019
34 C -6.075 3.062 0.588  -0.210
35 C -5.908 1.545 0.492  -0.053
36 C -1.049 4.373 -1.102  -0.088
37 C -0.426 5.114 0.047  -0.111
38 C 0.722 5.994 -0.452  -0.127
39 O 1.049 7.075 0.456  -0.109
40 C 1.474 6.653 1.671  -0.330
41 O 2.587 6.785 2.050  0.128
42 C -0.524 1.041 -2.780  -0.285
43 O -0.320 0.624 -3.895  0.150
44 H 5.687 3.590 0.101  0.063
45 H 7.269 3.349 -0.662  0.076
46 H 5.788 3.653 -1.640  0.055
47 H 6.684 1.077 -0.315  0.089
48 H 5.818 1.385 -1.834  0.086
49 H 5.623 0.692 1.538  0.120
50 H 4.782 2.299 1.618  0.127
51 H 3.624 0.264 2.739  0.124
52 H 3.220 -0.165 1.012  0.129
53 H 1.171 0.440 2.835  0.129
54 H 0.526 1.916 2.171  0.130
55 H 0.541 -1.534 1.743  0.093
56 H 0.363 -3.626 0.579  0.117
57 H -0.759 -3.769 -0.801  0.089
58 H -1.402 -2.718 1.842  0.095
59 H -3.202 -1.845 0.755  0.085
60 H -2.896 -2.858 -0.645  0.076
61 H -3.691 -3.520 0.761  0.057
62 H -2.581 -0.698 -2.976  0.101
63 H -1.151 -3.800 -3.732  0.078
64 H 0.285 -3.683 -2.772  0.083
65 H 1.411 -2.481 -4.512  0.067
66 H -0.107 -1.698 -5.033  0.057
67 H 0.191 -3.342 -5.497  0.063
68 H -2.540 2.323 -4.076  0.109
69 H -3.471 4.534 -3.487  0.097
70 H -1.983 7.062 -1.650  0.113
71 H -2.744 6.202 -0.337  0.100
72 H -4.196 7.678 -1.875  0.114
73 H -4.343 6.249 -2.869  0.102
74 H -6.107 6.546 -0.991  0.127
75 H -4.819 6.305 0.156  0.119
76 H -6.138 3.358 1.633  0.116
77 H -7.009 3.325 0.095  0.116
78 H -6.847 1.087 0.190  0.074
79 H -5.638 1.105 1.448  0.071
80 H -5.168 1.272 -0.253  0.079
81 H -1.130 5.729 0.599  0.115
82 H 0.004 4.416 0.761  0.108
83 H 0.413 6.448 -1.392  0.133
84 H 1.609 5.405 -0.660  0.118
85 H 0.724 6.207 2.333  0.152
86 N -5.083 4.175 -7.369  0.146
87 C -4.904 3.387 -6.263  -0.685
88 N -5.803 3.572 -5.256  0.160
89 O -3.997 2.578 -6.177  0.023
90 H -5.820 4.848 -7.458  0.088
91 H -4.432 4.061 -8.122  0.100
92 H -5.688 3.011 -4.430  0.091
93 H -6.551 4.237 -5.286  0.093
94 N -6.807 -3.937 -1.904  0.146
95 C -6.441 -3.680 -0.608  -0.689
96 N -6.314 -4.782 0.191  0.154
97 O -6.239 -2.552 -0.200  0.020
98 H -6.974 -4.857 -2.262  0.085
99 H -6.902 -3.149 -2.516  0.100
100 H -6.037 -4.631 1.144  0.104
101 H -6.470 -5.719 -0.126  0.088
102 N -1.662 -7.427 4.552  0.154
103 C -1.990 -6.355 3.775  -0.687
104 N -0.930 -5.686 3.235  0.165
105 O -3.153 -6.020 3.580  -0.010
106 H -0.717 -7.705 4.732  0.060
107 H -2.411 -7.948 4.972  0.059
108 H -1.118 -4.875 2.667  0.063
109 H 0.021 -5.960 3.391  0.070
110 N -4.847 -8.400 7.709  0.156
111 C -3.746 -9.188 7.543  -0.670
112 N -3.807 -10.419 8.137  0.147
113 O -2.774 -8.815 6.908  0.018
114 H -5.658 -8.681 8.226  0.092
115 H -4.829 -7.492 7.281  0.111
116 H -3.012 -11.019 8.031  0.099
117 H -4.596 -10.742 8.664  0.091
118 N 3.007 -4.463 4.013  0.158
119 C 2.796 -3.272 3.374  -0.662
120 N 3.917 -2.660 2.891  0.173
121 O 1.679 -2.798 3.242  0.018
122 H 3.912 -4.873 4.134  0.090
123 H 2.199 -4.950 4.370  0.069
124 H 3.794 -1.786 2.414  0.064
125 H 4.843 -3.034 2.987  0.082
126 N -2.608 -6.744 -3.440  0.153
127 C -1.700 -6.696 -2.415  -0.660
128 N -1.768 -7.734 -1.528  0.154
129 O -0.894 -5.791 -2.303  0.034
130 H -3.281 -7.477 -3.552  0.087
131 H -2.587 -5.994 -4.106  0.099
132 H -1.122 -7.723 -0.761  0.104
133 H -2.426 -8.486 -1.600  0.089
134 N 6.155 -1.216 -4.116  0.164
135 C 7.322 -0.759 -3.577  -0.654
136 N 8.452 -1.037 -4.293  0.155
137 O 7.350 -0.140 -2.525  0.009
138 H 6.101 -1.723 -4.978  0.094
139 H 5.309 -1.020 -3.611  0.110
140 H 9.322 -0.708 -3.920  0.105
141 H 8.450 -1.540 -5.160  0.092
142 N 0.699 9.785 -0.238  0.164
143 C -0.009 10.192 -1.329  -0.681
144 N -0.076 11.546 -1.524  0.145
145 O -0.549 9.399 -2.086  0.015
146 H 1.148 10.414 0.399  0.098
147 H 0.758 8.784 -0.081  0.060
148 H -0.592 11.869 -2.320  0.099
149 H 0.358 12.215 -0.918  0.089
150 N 2.595 -6.126 7.424  0.156
151 C 1.805 -6.996 6.725  -0.664
152 N 1.885 -8.302 7.114  0.158
153 O 1.075 -6.627 5.820  0.017
154 H 3.199 -6.403 8.173  0.093
155 H 2.552 -5.157 7.164  0.101
156 H 1.310 -8.962 6.624  0.105
157 H 2.474 -8.625 7.857  0.093
158 N 7.519 -1.909 -0.045  0.171
159 C 7.858 -1.691 1.255  -0.687
160 N 7.815 -2.807 2.064  0.132
161 O 8.173 -0.599 1.689  0.026
162 H 7.252 -2.809 -0.396  0.092
163 H 7.531 -1.126 -0.684  0.065
164 H 8.063 -2.683 3.027  0.094
165 H 7.565 -3.720 1.735  0.082
166 N 4.619 7.726 -2.798  0.144
167 C 4.870 6.945 -1.699  -0.667
168 N 3.996 7.111 -0.663  0.170
169 O 5.800 6.157 -1.659  0.027
170 H 3.858 8.376 -2.854  0.086
171 H 5.237 7.628 -3.580  0.097
172 H 4.147 6.563 0.164  0.091
173 H 3.223 7.749 -0.684  0.077